Entry 1:
Density functional theory data (ωB97M-V with the def2-TZVPD basis set) for a 4-piece molecular cluster, C21H47NO4 overall at a distorted geometry.

SMILES string ... C[C@H](OC=O)ON=O.CCCCCC.CCCCCC.CCCCCC
Net charge ... 0

Positions of all 73 atoms, in Å:
C  2.81  -1.27  0.49
C  2.63  0.00  1.29
O  1.29  0.27  1.60
C  0.49  0.63  0.53
O  0.25  1.78  0.24
O  3.17  1.08  0.55
N  4.43  1.47  1.07
O  5.11  1.91  0.25
H  2.57  -1.12  -0.55
H  3.84  -1.59  0.58
H  2.19  -2.04  0.93
H  3.15  -0.09  2.24
H  0.04  -0.20  -0.01
C  5.16  -0.18  4.22
C  6.44  -0.09  3.40
C  7.49  -1.12  3.81
C  7.99  -1.00  5.25
C  8.59  0.36  5.62
C  9.82  0.71  4.80
H  5.33  0.01  5.28
H  4.43  0.55  3.88
H  4.71  -1.17  4.12
H  6.85  0.92  3.48
H  6.21  -0.24  2.35
H  8.34  -1.05  3.13
H  7.08  -2.12  3.67
H  8.74  -1.78  5.43
H  7.16  -1.22  5.94
H  8.85  0.34  6.68
H  7.83  1.14  5.50
H  10.60  -0.04  4.93
H  10.23  1.67  5.12
H  9.60  0.79  3.74
C  -2.22  0.21  -6.32
C  -3.00  -0.78  -5.47
C  -3.24  -0.30  -4.04
C  -1.97  -0.08  -3.21
C  -1.07  -1.30  -3.08
C  -1.73  -2.47  -2.36
H  -1.21  0.38  -5.92
H  -2.10  -0.16  -7.34
H  -2.73  1.18  -6.37
H  -2.49  -1.74  -5.46
H  -3.98  -0.95  -5.94
H  -3.88  -1.01  -3.52
H  -3.80  0.64  -4.06
H  -2.26  0.26  -2.21
H  -1.39  0.74  -3.64
H  -0.17  -1.01  -2.52
H  -0.71  -1.62  -4.06
H  -2.06  -2.19  -1.36
H  -1.04  -3.31  -2.26
H  -2.61  -2.84  -2.91
C  -8.88  2.38  -1.47
C  -8.20  1.77  -0.24
C  -6.67  1.91  -0.26
C  -5.98  1.21  -1.42
C  -6.25  -0.29  -1.53
C  -5.76  -1.08  -0.32
H  -8.56  1.88  -2.39
H  -9.96  2.28  -1.39
H  -8.64  3.44  -1.55
H  -8.48  0.72  -0.15
H  -8.58  2.26  0.66
H  -6.27  1.54  0.69
H  -6.42  2.97  -0.29
H  -4.90  1.37  -1.33
H  -6.27  1.68  -2.37
H  -5.74  -0.67  -2.42
H  -7.31  -0.48  -1.68
H  -4.68  -0.94  -0.17
H  -5.94  -2.15  -0.45
H  -6.26  -0.77  0.60

Atomic partial charges in e from the Löwdin method, atoms 1 to 4: 0.0041 -0.4082 0.0109 -0.2910

Entry 2:
Density functional theory data (ωB97M-V with the def2-TZVPD basis set) for an isolated ion of composition C27H37N2O3 and charge +1.

ΔE to the lowest compared entry with this formula, charge and spin ... 0.007 eV
SMILES string ... CCCCCCCCCCOC(=O)Cn1c(COc2ccccc2)[n+](C)c2ccccc21
Net charge ... +1

Positions of all 69 atoms, in Å:
C  -4.93  -2.45  -2.33
C  -4.90  -1.48  -1.17
C  -3.75  -0.47  -1.29
C  -3.71  0.50  -0.11
C  -2.49  1.41  -0.17
C  -2.51  2.46  0.94
C  -1.16  3.17  1.12
C  -0.71  3.91  -0.14
C  0.45  4.87  0.09
C  1.73  4.19  0.57
O  2.24  3.28  -0.43
C  2.15  2.00  -0.22
O  1.73  1.43  0.75
C  2.71  1.20  -1.42
N  2.99  -0.14  -1.00
C  2.09  -1.13  -0.82
C  0.66  -1.00  -1.27
O  -0.18  -2.04  -0.87
C  -0.77  -1.97  0.38
C  -1.83  -2.85  0.59
C  -2.49  -2.86  1.80
C  -2.10  -2.00  2.81
C  -1.04  -1.14  2.61
C  -0.36  -1.12  1.40
N  2.68  -2.19  -0.28
C  2.10  -3.47  0.04
C  4.01  -1.88  -0.04
C  5.05  -2.61  0.52
C  6.27  -1.99  0.61
C  6.47  -0.68  0.16
C  5.44  0.05  -0.40
C  4.21  -0.57  -0.50
H  -5.74  -3.16  -2.22
H  -5.06  -1.93  -3.27
H  -3.99  -3.01  -2.39
H  -4.79  -2.03  -0.23
H  -5.85  -0.94  -1.12
H  -2.81  -1.02  -1.34
H  -3.86  0.09  -2.22
H  -3.69  -0.07  0.82
H  -4.62  1.11  -0.12
H  -2.45  1.90  -1.14
H  -1.59  0.80  -0.06
H  -3.28  3.20  0.73
H  -2.76  1.97  1.88
H  -0.41  2.43  1.41
H  -1.25  3.89  1.93
H  -1.55  4.49  -0.53
H  -0.43  3.19  -0.92
H  0.17  5.60  0.85
H  0.67  5.40  -0.83
H  2.52  4.93  0.73
H  1.56  3.63  1.50
H  3.63  1.67  -1.78
H  1.98  1.21  -2.23
H  0.27  -0.03  -0.95
H  0.66  -1.03  -2.37
H  -2.12  -3.51  -0.22
H  -3.31  -3.54  1.95
H  -2.62  -2.00  3.75
H  -0.73  -0.46  3.39
H  0.47  -0.44  1.27
H  1.68  -3.46  1.05
H  1.31  -3.72  -0.67
H  2.88  -4.23  -0.01
H  4.91  -3.62  0.88
H  7.11  -2.52  1.04
H  7.45  -0.24  0.25
H  5.61  1.06  -0.74

Atomic partial charges in e from the Löwdin method, atoms 1 to 4: -0.1101 -0.2694 -0.2282 -0.2062

Entry 3:
Density functional theory data (ωB97M-V with the def2-TZVPD basis set) for C15H17F3N2NiO2 as an isolated structure at a distorted geometry.

2S+1 ... 3
Net charge ... 0

Positions of all 40 atoms, in Å:
C  0.96  -2.22  -2.08
C  2.13  -2.01  -1.16
H  0.43  -3.05  -1.62
H  1.33  -2.47  -3.10
H  0.20  -1.49  -2.37
H  2.11  -1.13  -0.51
H  2.11  -2.81  -0.46
H  3.03  -2.03  -1.79
C  -2.16  -0.21  -1.35
C  -3.46  0.28  -1.22
C  -3.70  1.43  -0.44
C  -2.64  2.05  0.18
H  -1.96  -1.16  -1.85
H  -4.29  -0.27  -1.67
H  -4.71  1.80  -0.33
H  -2.86  2.90  0.82
N  -1.12  0.48  -0.79
C  -1.36  1.58  -0.02
C  -0.19  2.05  0.63
N  0.93  1.33  0.30
C  2.13  1.59  0.88
C  1.07  3.29  2.23
C  2.20  2.56  1.87
H  3.00  0.98  0.59
H  3.16  2.72  2.40
C  -0.13  3.03  1.61
H  -1.00  3.57  1.94
H  1.13  4.05  3.01
Ni  0.67  0.20  -1.09
C  1.67  0.68  -2.54
H  2.30  1.52  -2.24
H  0.91  1.12  -3.20
H  2.29  -0.02  -3.11
F  -0.40  -4.51  2.68
C  -0.75  -3.22  2.84
F  -2.10  -3.17  3.05
F  -0.15  -2.76  3.98
C  -0.34  -2.40  1.58
O  0.16  -3.09  0.67
O  -0.59  -1.18  1.67

Atomic partial charges in e from the Löwdin method, atoms 1 to 4: -0.1803 -0.1587 0.0604 0.0943

Entry 4:
Density functional theory data (ωB97M-V with the def2-TZVPD basis set) for a 2-piece molecular cluster, C3H4N2O overall.

ΔE to the lowest compared entry with this formula, charge and spin ... 6.156 eV
Net charge ... 0

Positions of all 10 atoms, in Å:
O  2.76  -0.28  -0.29
C  1.59  -0.79  0.03
C  0.52  -1.26  0.31
N  -2.21  -0.13  0.28
N  -1.54  0.87  -0.04
C  -0.77  1.76  -0.16
H  3.45  -0.85  0.07
H  -0.48  -1.57  0.56
H  -3.20  0.08  0.16
H  -0.15  2.20  -0.92

Atomic partial charges in e from the Löwdin method, atoms 1 to 4: 0.0456 -0.2872 0.0722 0.0441

| no. | energy (hartree) |
| --- | --- |
| 1 | -1183.946156 |
| 2 | -1386.102630 |
| 3 | -2649.608073 |
| 4 | -301.261004 |